{"formula": "C11H18NO", "method": "ωB97M-V with the def2-TZVPD basis set", "symbols": ["O", "N", "C", "C", "C", "C", "C", "C", "C", "C", "C", "C", "C", "H", "H", "H", "H", "H", "H", "H", "H", "H", "H", "H", "H", "H", "H", "H", "H", "H", "H"], "positions_angstrom": [[-3.0726, -0.6060, -1.4321], [3.0003, -1.1838, -0.2388], [0.1446, 1.2387, 0.3915], [-1.1629, 1.5685, 0.8597], [-2.3597, 0.8013, 0.3198], [0.6567, -0.9722, 1.2210], [2.4784, -0.0134, -0.3518], [-1.9650, -0.4201, -0.6078], [-0.5105, 2.5087, -0.0381], [1.1195, 0.1988, 0.2831], [-0.2029, -2.0402, 0.4267], [3.0662, 1.0818, -1.0967], [-1.7263, -1.6644, 0.2530], [3.9037, -1.5071, -0.6970], [0.1026, -2.1276, -0.6913], [-0.9076, -0.1128, -1.0903], [1.4430, -1.6542, 1.6765], [-3.2070, 0.0696, -2.1237], [2.3672, 1.9209, -1.1165], [2.6837, -1.8143, 0.5353], [-2.1400, -2.5445, -0.3727], [-3.0204, 0.3702, 1.0250], [-2.2156, -1.5937, 1.2706], [-0.1723, 3.3791, 0.4143], [0.0017, -0.5407, 2.0199], [-1.2432, 2.0667, 1.8280], [-1.1155, 2.6504, -0.9141], [3.9127, 1.4235, -0.4109], [3.4014, 0.8992, -2.1155], [-0.1187, -2.9596, 0.9079], [-3.1415, 1.5773, -0.1352]], "mulliken_charge": [-0.56, -0.20, -0.40, 0.05, -1.35, -1.04, 0.77, 0.44, -0.66, 0.23, -0.71, -1.17, -0.79, 0.32, 0.32, 0.22, 0.50, 0.38, 0.27, 0.19, 0.29, 0.51, 0.34, 0.34, 0.48, 0.34, 0.29, 0.34, 0.40, 0.48, 0.39], "fmax_ha_per_bohr": 0.095, "multiplicity": 1, "e_above_lowest_ev": 3.637, "smiles": "CC(=[NH2+])/C1=C2\\C[C@H]2C[C@H](O)CCC1", "charge": 1}

{"formula": "C11H18OSi", "method": "ωB97M-V with the def2-TZVPD basis set", "symbols": ["Si", "O", "C", "C", "C", "C", "C", "C", "C", "C", "C", "C", "C", "H", "H", "H", "H", "H", "H", "H", "H", "H", "H", "H", "H", "H", "H", "H", "H", "H", "H"], "positions_angstrom": [[0.8587, 1.2617, 1.2219], [1.1556, -3.8048, 0.8330], [-0.5171, -0.3779, -0.8504], [-2.4184, -0.9075, -3.7358], [0.2673, -1.6759, 1.5247], [0.2996, -2.9551, 0.8499], [-1.0114, -0.8586, 1.9690], [-0.4229, 2.6141, 1.0531], [-0.8950, -0.7329, -3.4308], [-0.7171, -0.6063, -2.0058], [-0.0505, -0.3146, 0.9708], [1.7496, 1.1030, 2.8915], [2.1983, 1.4141, -0.1230], [1.1756, 1.1781, 3.6945], [-0.3081, 3.4183, 1.7282], [-0.6840, 0.1355, -3.9137], [-1.4263, 2.3867, 1.2653], [2.5533, 1.9189, 2.9577], [-0.6490, -3.1462, 0.1665], [3.1867, 1.7337, 0.2297], [-2.9685, -0.4120, -2.9726], [-0.4503, 3.0421, 0.1310], [-1.0877, -0.3967, 2.9334], [-1.9626, -1.2107, 1.5759], [-2.5863, -0.4988, -4.6665], [-2.4609, -1.9932, -3.7758], [1.1947, -1.7266, 2.2968], [-0.4035, -1.4748, -3.9583], [2.1979, 0.4314, -0.8157], [2.2197, 0.2084, 2.9097], [1.9627, 2.2467, -0.9540]], "mulliken_charge": [0.52, -0.48, -1.11, -1.13, 0.15, -0.21, -0.97, -1.44, -0.57, 0.27, 1.35, -1.41, -1.08, 0.48, 0.45, 0.36, 0.42, 0.31, 0.23, 0.39, 0.37, 0.42, 0.27, 0.26, 0.38, 0.24, 0.12, 0.42, 0.27, 0.45, 0.27], "fmax_ha_per_bohr": 0.111, "multiplicity": 1, "e_above_lowest_ev": 6.859, "smiles": "CCC#C[C@@]1([Si](C)(C)C)C[C@H]1C=O"}

{"formula": "C11H18OZr", "method": "ωB97M-V with the def2-TZVPD basis set", "symbols": ["Zr", "O", "C", "C", "C", "C", "C", "C", "C", "C", "C", "C", "C", "H", "H", "H", "H", "H", "H", "H", "H", "H", "H", "H", "H", "H", "H", "H", "H", "H", "H"], "positions_angstrom": [[-0.4789, -0.4487, -0.5875], [-2.4226, -0.3396, -1.1360], [0.8259, 1.5550, -0.7341], [1.7094, -0.4331, 0.4268], [-0.8295, 3.0918, 0.4189], [1.8624, 0.5508, -0.6131], [-0.1467, 0.8588, 1.4214], [0.9547, -0.9834, 2.7848], [3.0772, 0.6048, -1.4400], [-2.8372, -1.7975, -1.2657], [0.8160, -0.2128, 1.5318], [-0.0680, 1.8341, 0.3638], [-1.5847, -2.6579, -1.0359], [-0.7870, -2.4957, -1.8134], [-1.8606, -3.7065, -1.2346], [2.5168, -1.1495, 0.5717], [-1.2506, -2.7097, 0.0346], [-1.5806, 3.1171, 1.2084], [-3.1921, 0.2193, -1.3956], [-0.1182, 3.9109, 0.6395], [-1.2679, 3.3878, -0.5413], [-0.7339, 1.1140, 2.3025], [0.5602, -2.0111, 2.7455], [2.9620, 0.1945, -2.4589], [0.9599, 2.3390, -1.4797], [2.0204, -1.1126, 3.0200], [0.4724, -0.4827, 3.6266], [3.3771, 1.6485, -1.6019], [-3.6046, -1.9984, -0.5166], [-3.2550, -1.9453, -2.2633], [3.9036, 0.0579, -0.9789]], "mulliken_charge": [1.25, -0.55, -0.93, -0.89, -1.39, 0.99, -0.90, -1.23, -1.29, 0.13, 0.69, 1.01, -1.51, 0.49, 0.44, 0.81, 0.50, 0.47, 0.41, 0.39, 0.41, 0.74, 0.33, 0.35, 0.77, 0.42, 0.45, 0.42, 0.37, 0.41, 0.45], "fmax_ha_per_bohr": 0.023, "multiplicity": 1, "e_above_lowest_ev": 0.000, "charge": 4}

{"formula": "C11H18Si", "method": "ωB97M-V with the def2-TZVPD basis set", "symbols": ["Si", "C", "C", "C", "C", "C", "C", "C", "C", "C", "C", "C", "H", "H", "H", "H", "H", "H", "H", "H", "H", "H", "H", "H", "H", "H", "H", "H", "H", "H"], "positions_angstrom": [[1.7147, 0.7073, 0.0492], [-1.7714, -0.0524, -0.8091], [0.8036, -2.2028, -0.1198], [3.4702, 0.5677, 0.7865], [-3.5124, 1.1119, 0.0836], [-2.2250, -0.7813, 0.4110], [-3.3544, 0.0619, 0.8998], [0.6293, 1.7558, 1.2123], [-2.5307, 1.0393, -0.9779], [1.0495, -1.0229, -0.0729], [0.4320, -3.5993, -0.1982], [1.7718, 1.4672, -1.6986], [-2.4503, 1.7673, -1.7663], [-0.9689, -0.3939, -1.4320], [0.3577, -3.9060, -1.2415], [-3.9255, -0.1750, 1.7789], [1.1867, -4.2120, 0.2966], [3.9032, 1.5450, 0.9803], [2.0972, 2.5037, -1.6717], [4.1406, 0.0365, 0.1176], [-2.5452, -1.7985, 0.1786], [-0.3498, 1.9480, 0.7835], [-1.4229, -0.8580, 1.1466], [2.4565, 0.9229, -2.3427], [0.7918, 1.4432, -2.1657], [-4.2441, 1.8957, 0.1742], [1.0969, 2.7156, 1.4183], [-0.5298, -3.7647, 0.2879], [3.4489, 0.0230, 1.7263], [0.4795, 1.2546, 2.1653]], "mulliken_charge": [-0.02, -0.42, 2.08, -1.04, -0.26, -0.21, -0.75, -0.91, -0.85, -1.47, -1.41, -1.01, 0.42, 0.67, 0.32, 0.43, 0.33, 0.32, 0.34, 0.30, 0.29, 0.25, 0.23, 0.33, 0.31, 0.44, 0.37, 0.30, 0.31, 0.32], "fmax_ha_per_bohr": 0.014, "multiplicity": 1, "e_above_lowest_ev": 1.818, "smiles": "CC#C[Si](C)(C)C.C1=CCC=C1"}

{"formula": "C11H19BF2N5O4S2Tc", "method": "ωB97M-V with the def2-TZVPD basis set", "symbols": ["Tc", "S", "S", "F", "F", "O", "O", "O", "O", "N", "N", "N", "N", "N", "C", "C", "C", "C", "C", "C", "C", "C", "C", "C", "C", "B", "H", "H", "H", "H", "H", "H", "H", "H", "H", "H", "H", "H", "H", "H", "H", "H", "H", "H", "H"], "positions_angstrom": [[-0.8626, -0.2226, 0.0955], [2.0033, 1.9005, -2.9454], [-3.8738, 0.3647, -0.7329], [-1.2147, -1.2567, -3.2231], [-3.4970, -1.1613, -3.3516], [-3.2022, 1.1050, 0.3209], [-4.4585, -0.8732, -0.3194], [-4.4773, 1.1342, -1.7624], [-2.3664, -0.2210, -1.5189], [0.5399, -0.4843, 1.7573], [-0.5177, 2.3213, -2.0445], [-2.1115, -1.3939, 1.4570], [-0.6284, 2.0377, 1.0765], [0.6293, 0.3899, -1.3602], [0.5673, 1.4946, -2.0649], [2.2215, -1.4811, -1.0014], [-1.6128, -1.1482, 2.8265], [1.8632, -0.2462, -1.5305], [4.3859, -1.2576, -2.0546], [3.4880, -1.9751, -1.2650], [1.1102, 0.8070, 2.2368], [-0.1031, -1.2954, 2.8364], [2.7579, 0.4479, -2.3432], [0.0444, 1.8797, 2.3709], [4.0275, -0.0427, -2.6119], [-2.3844, -0.8913, -2.7195], [-2.0657, -2.3859, 1.2352], [1.3385, -1.0128, 1.4187], [1.8460, 1.1219, 1.4939], [-2.0518, -1.8335, 3.5543], [1.6377, 0.6516, 3.1807], [-0.1011, 2.6486, 0.4612], [-0.6983, 1.5986, 3.1173], [0.1522, -2.3413, 2.6534], [-0.5796, 3.0182, -2.7726], [3.7778, -2.9398, -0.8709], [-3.0950, -1.1391, 1.3661], [1.4998, -2.0682, -0.4445], [4.7145, 0.4996, -3.2472], [5.3676, -1.6647, -2.2526], [0.5073, 2.7998, 2.7344], [-1.4000, 1.8595, -1.8310], [0.3023, -1.0282, 3.8142], [-1.9176, -0.1394, 3.1006], [-1.5629, 2.4232, 1.1605]], "lowdin_spin": [2.66, 0.00, 0.01, 0.00, 0.00, 0.04, 0.00, 0.01, 0.03, 0.01, 0.00, 0.02, 0.08, 0.02, 0.01, 0.01, 0.01, 0.01, 0.00, 0.00, 0.01, 0.00, 0.00, 0.01, 0.00, 0.01, 0.01, 0.01, 0.00, 0.00, 0.00, 0.00, 0.00, 0.00, 0.00, 0.00, 0.00, 0.01, 0.00, 0.00, 0.00, 0.00, 0.00, 0.00, 0.00], "fmax_ha_per_bohr": 0.006, "multiplicity": 4, "e_above_lowest_ev": 0.000, "s_squared": 3.7588, "charge": 1}

{"formula": "C11H19Br12ClO2", "method": "ωB97M-V with the def2-TZVPD basis set", "symbols": ["Br", "Br", "Br", "Br", "Br", "Br", "Br", "Br", "Br", "Br", "Br", "Br", "Cl", "O", "O", "C", "C", "C", "C", "C", "C", "C", "C", "C", "C", "C", "H", "H", "H", "H", "H", "H", "H", "H", "H", "H", "H", "H", "H", "H", "H", "H", "H", "H", "H"], "positions_angstrom": [[-5.4893, 0.3199, 2.5391], [5.5780, -5.8911, 2.8836], [6.0876, -7.3713, 0.1204], [7.6543, -4.7032, 0.7967], [4.6793, -5.0729, -2.9768], [3.0790, -3.8600, -0.5112], [5.2208, -2.0789, -2.0534], [-3.6265, 5.9531, 0.1257], [-0.4857, 6.1730, -0.2953], [-3.5110, -2.0812, 3.1502], [-2.7894, 0.8589, 4.1411], [-1.6518, 5.1843, 2.4968], [-4.4656, 2.3643, -1.7212], [1.8297, 1.0828, -1.1917], [-1.2529, 1.4476, 0.3616], [1.5398, -0.2992, -1.1654], [-3.6520, -0.1987, 2.7903], [4.7311, -3.8521, -1.4948], [0.6586, 1.8718, -1.1566], [0.0651, 1.9622, 0.2616], [-3.4009, 1.3403, -0.6866], [-2.5671, -1.0994, -0.5503], [-1.9358, 6.3100, 0.9628], [-3.0375, 0.0591, -1.4347], [-2.2300, 2.2345, -0.2850], [6.8629, -6.3038, 1.5174], [-2.2727, 0.3009, -2.1830], [0.9362, 2.8547, -1.5433], [-3.1289, -0.0114, 1.8617], [-2.5862, 3.0137, 0.4018], [5.5020, -4.1918, -0.8181], [-0.0991, 1.4430, -1.8314], [2.4860, -0.8324, -1.2541], [0.8920, -0.5733, -2.0102], [1.0450, -0.5959, -0.2301], [7.6562, -6.8781, 1.9740], [-1.9554, 7.3305, 1.3170], [-1.8312, 2.7349, -1.1772], [-3.9239, -0.2575, -1.9909], [0.1005, 2.9911, 0.6436], [-4.0080, 1.1430, 0.1992], [0.6753, 1.3417, 0.9217], [-1.7400, -0.8109, 0.0977], [-2.2231, -1.9265, -1.1776], [-3.3799, -1.4872, 0.0744]], "mulliken_charge": [-0.04, 0.01, 0.02, -0.04, -0.01, -0.01, -0.05, 0.01, -0.02, -0.04, -0.06, -0.02, -0.21, -0.44, -0.20, -0.02, 1.16, 0.52, -0.21, -0.33, 0.88, -0.90, -0.33, -0.56, -0.48, -0.34, 0.19, 0.27, -1.11, -0.04, -0.47, 0.18, -0.28, 0.27, 0.22, 0.33, 0.34, 0.47, 0.44, -0.02, -0.35, 0.44, 0.19, 0.37, 0.25], "fmax_ha_per_bohr": 0.005, "multiplicity": 1, "total_energy_ha": -31929.29636}